Record 1
A 7-piece molecular cluster, C28H35N7 overall in a non-equilibrium geometry, computed with ωB97M-V/def2-TZVPD.

Geometry as XYZ:
```
70
Properties=species:S:1:pos:R:3:forces:R:3
C -1.907246 1.984984 1.768382 0.76 0.08 -0.10
C -0.919341 1.900088 2.794173 -0.51 0.17 0.58
C -1.252657 0.822497 3.588575 -0.99 0.58 -0.88
N -2.411422 0.303327 3.059974 0.54 -1.68 0.31
C -2.727854 0.906977 1.906694 -0.87 1.20 -0.25
H -2.076078 2.791938 1.089739 0.26 0.10 -0.40
H -0.231967 2.677601 3.071048 0.39 -0.05 -0.14
H -0.883101 0.438749 4.500133 0.49 -0.16 0.65
H -2.821532 -0.592720 3.275822 0.13 -0.13 0.27
H -3.616710 0.665892 1.355832 -0.02 -0.20 -0.06
C 3.922600 0.438774 2.404537 1.00 -0.83 -0.56
C 5.083577 -0.345178 2.196232 0.81 -0.33 0.12
C 6.080801 0.457722 1.653706 -1.87 -0.19 0.51
N 5.506013 1.704820 1.496650 0.44 -0.46 0.01
C 4.201684 1.675192 1.954724 0.32 1.55 -0.68
H 3.015705 0.000590 2.706212 -1.02 0.02 0.54
H 5.102857 -1.394596 2.477027 0.42 0.25 -0.21
H 7.094863 0.273215 1.379458 0.30 -0.11 -0.13
H 5.981352 2.419806 0.961611 -0.50 0.08 0.40
H 3.587000 2.560811 1.908818 0.05 -0.03 -0.05
C -4.104325 3.701537 -0.017109 -0.92 0.12 0.60
C -4.819738 2.584617 -0.471596 -0.81 -1.64 0.74
C -4.277528 2.177925 -1.637456 -0.66 0.34 -0.80
N -3.397009 3.115015 -2.052958 1.29 0.16 -0.07
C -3.254199 4.005207 -1.011513 1.56 1.18 -1.23
H -4.224563 4.170986 0.938739 0.04 0.34 0.04
H -5.630017 1.993625 -0.056408 0.20 0.43 0.49
H -4.565429 1.345324 -2.209252 -0.13 -0.71 -0.80
H -2.757962 3.046690 -2.858952 -0.72 -0.05 0.80
H -2.520579 4.796655 -1.096359 -0.14 -0.04 0.09
C 1.710401 -2.766424 0.787185 -0.18 -1.02 1.45
C 1.087183 -2.943743 2.135991 0.47 1.14 -2.34
C 0.477006 -1.704068 2.368027 -0.34 -3.15 3.23
N 0.675888 -0.860482 1.390638 0.82 -0.49 -1.72
C 1.405304 -1.496460 0.401457 -0.28 0.83 -0.13
H 2.352404 -3.511286 0.260808 -0.84 0.90 0.41
H 1.045929 -3.894823 2.675657 0.02 0.78 0.05
H -0.140258 -1.485647 3.231770 0.20 0.27 -0.25
H 0.300914 0.055277 1.359577 -0.34 0.85 -0.05
H 1.549251 -0.916478 -0.480957 0.54 -0.14 -0.54
C 4.658248 -1.061771 -1.927522 1.47 0.75 -0.87
C 3.560923 -0.524640 -2.668826 0.44 -1.42 0.60
C 3.537446 -1.191949 -3.868161 0.25 0.18 -0.43
N 4.705927 -1.938264 -3.960370 -0.49 0.49 0.51
C 5.425664 -1.812898 -2.790321 -1.01 -0.92 -0.01
H 5.022316 -0.768467 -0.967484 -0.19 0.21 0.53
H 2.887543 0.168778 -2.220879 -0.61 0.26 -0.27
H 2.791430 -1.174913 -4.663362 0.47 0.01 0.23
H 4.894607 -2.674113 -4.609638 -0.11 0.05 -0.40
H 6.311965 -2.434771 -2.666482 -0.27 0.45 0.16
C -4.134308 -2.764955 2.221056 1.54 -0.39 -0.83
C -4.119767 -2.177823 0.921718 0.16 0.65 -0.04
C -2.851241 -2.236614 0.362695 -1.67 -0.25 -0.21
N -2.104941 -2.945031 1.218689 0.49 0.15 0.38
C -2.826233 -3.239358 2.360653 0.42 0.22 -0.87
H -4.999844 -2.887451 2.868689 0.49 0.04 -0.10
H -4.934469 -1.660124 0.488176 -0.69 0.28 -0.42
H -2.487974 -1.931892 -0.612339 -0.06 0.04 0.30
H -1.103872 -3.071790 1.055784 -0.45 -0.20 0.61
H -2.217677 -3.753692 3.056306 -0.27 -0.50 1.14
C -2.069796 -0.054816 -2.967689 0.53 0.24 -0.71
C -1.794622 0.422152 -4.259263 0.52 2.52 -1.07
C -1.015066 1.613027 -4.201517 0.03 -2.25 1.12
N -0.631542 1.720904 -2.865485 -1.63 -2.14 -0.05
C -1.278885 0.700409 -2.159238 0.28 1.37 0.93
H -2.845503 -0.780211 -2.749074 0.58 -0.08 0.29
H -2.142677 0.027512 -5.185042 -0.35 -0.20 -0.41
H -0.485721 2.165983 -4.956065 -0.21 0.08 -0.19
H -0.151095 2.440747 -2.374005 0.35 0.43 -0.14
H -1.242027 0.722066 -1.087608 0.06 -0.02 0.32
```
Positions in Å, forces in eV/Å.

As for the HOMO energy: -0.2970 Eh. Its charge is 0. Its spin multiplicity is 1. Its SMILES is c1cc[nH]c1.c1cc[nH]c1.c1cc[nH]c1.c1cc[nH]c1.c1cc[nH]c1.c1cc[nH]c1.c1cc[nH]c1. As for the lowest unoccupied orbital energy: 0.5 eV. For the energy relative to the best compared isomer or geometry (same formula, charge and spin), the calculation gives 35.7 kcal per mole.

=====

Record 2
One molecule with the formula C2H7ClNO2P in a non-equilibrium geometry, computed with ωB97M-V/def2-TZVPD.

Geometry as XYZ:
```
14
Properties=species:S:1:pos:R:3:forces:R:3
C -1.296743 2.039603 0.142586 -0.64 1.23 0.52
N -0.867039 0.907945 -0.584880 1.46 -1.75 -1.76
P 0.375314 0.157061 0.208170 -1.10 -1.14 7.04
O 0.178087 -0.118482 1.906608 0.94 1.52 -7.90
Cl 2.126995 1.072585 -0.271278 -0.09 0.27 0.36
O 0.510383 -1.112736 -0.668688 -0.69 -0.10 -0.94
C 0.928022 -2.334448 -0.216244 -0.12 -3.78 1.04
H -0.876471 3.000373 -0.116112 0.37 0.20 -0.24
H -2.348385 2.155339 0.259230 -1.14 -0.08 -0.71
H -1.049455 1.775883 1.142124 0.54 0.36 1.21
H -0.810304 0.790207 -1.641180 -0.40 0.70 2.01
H 1.970729 -2.514485 -0.319964 1.05 0.28 -0.59
H 0.407500 -3.218402 -0.661334 0.15 1.19 -0.62
H 0.751366 -2.600447 0.820960 -0.33 1.11 0.59
```
Positions in Å, forces in eV/Å.

As for the HOMO energy: -0.3676 Eh. Its charge is 0. Its spin multiplicity is 1. Its SMILES is CN[P@](=O)(Cl)OC. As for the lowest unoccupied orbital energy: 0.5 eV. For the energy relative to the best compared isomer or geometry (same formula, charge and spin), the calculation gives 32.1 kcal per mole.

=====

Record 3
C6H11CoN9O2PS2 as an isolated structure in a non-equilibrium geometry, computed with ωB97M-V/def2-TZVPD.

Geometry as XYZ:
```
32
Properties=species:S:1:pos:R:3:forces:R:3
Co -0.803060 0.575794 -0.037783 0.02 0.32 0.38
C -5.148040 -0.709226 -0.201095 -0.01 0.00 0.04
C -4.021711 -0.886966 -1.191300 -0.05 -0.05 -0.32
O -3.622165 0.413078 -1.678452 -0.01 0.21 -0.04
P -2.106319 0.871831 -1.803635 -0.54 -1.00 0.47
S -1.878426 2.691903 -2.226395 0.13 1.10 -0.37
S -2.264061 0.927799 1.213150 -0.65 0.13 0.11
O -1.598873 -0.198409 -2.875448 -0.03 -0.27 0.07
C -0.241032 -0.553685 -3.180666 0.06 -0.04 0.00
C 0.450698 0.489607 -4.026044 0.05 -0.02 -0.08
H -5.570068 -1.682635 0.050084 -0.02 -0.06 0.00
H -5.935982 -0.087213 -0.626317 -0.01 -0.01 -0.05
H -4.799706 -0.239554 0.717111 0.05 0.03 -0.03
H -4.356929 -1.453869 -2.066595 0.05 0.06 0.09
H -3.168081 -1.411009 -0.768807 0.08 -0.02 0.13
H -0.329352 -1.506527 -3.705256 0.03 0.08 0.01
H 0.304936 -0.739927 -2.251384 -0.08 0.07 -0.32
H -0.164800 0.767459 -4.880353 -0.02 -0.03 -0.06
H 1.394035 0.078339 -4.389509 0.03 0.02 -0.01
H 0.660306 1.391617 -3.458790 0.01 0.08 0.09
N 2.176708 -0.789570 0.323625 -0.01 0.03 0.07
C 1.113509 -1.589818 0.007800 0.10 0.05 0.14
N 1.192305 -2.890822 -0.195805 -0.03 0.26 0.02
N -0.075545 -3.244207 -0.499204 0.03 -0.34 -0.09
N -0.856194 -2.238380 -0.484004 -0.47 0.09 0.08
N -0.141128 -1.135725 -0.144161 0.58 -1.07 -0.11
C 2.092430 0.580087 0.285957 0.04 -0.11 0.01
N 3.116041 1.398677 0.402756 -0.29 -0.09 -0.04
N 2.546038 2.626981 0.282229 0.41 0.14 0.04
N 1.291310 2.548555 0.106393 -0.42 0.06 0.02
N 0.934593 1.231355 0.110161 1.01 0.38 -0.21
H 3.085249 -1.210787 0.412815 -0.04 0.01 -0.05
```
Positions in Å, forces in eV/Å.

As for the HOMO energy (spin up / spin down): -0.2080 / -0.2097 Eh. Its charge is -1. Its spin multiplicity is 2. As for the lowest unoccupied orbital energy (spin up / spin down): 1.3 / 2.0 eV. For the energy relative to the best compared isomer or geometry (same formula, charge and spin), the calculation gives 30.6 kcal per mole.

=====

Record 4
C13H26HfOP2Se as an isolated structure in a non-equilibrium geometry, computed with ωB97M-V/def2-TZVPD.

Geometry as XYZ:
```
44
Properties=species:S:1:pos:R:3:forces:R:3
Hf 0.357722 -0.512856 -0.224811 -3.53 6.78 4.18
H 0.373160 1.980212 -0.563972 0.52 -0.14 1.00
H 0.744441 1.947901 0.135711 -0.60 -0.02 -0.90
P 0.019450 0.153082 -2.738248 0.15 0.35 -2.59
P 2.581697 -0.325791 1.008973 1.46 -0.45 2.67
C 2.728240 -1.911201 1.928176 -0.14 -0.25 0.03
H 3.616063 -1.851687 2.586469 -0.41 -0.13 -0.34
H 1.817589 -2.080456 2.528534 0.40 0.06 -0.21
H 2.847162 -2.740510 1.210164 0.08 0.20 0.40
C 4.331392 -0.093504 0.480295 -0.53 0.10 -0.69
H 4.447889 0.932209 0.095144 0.11 -0.38 0.09
H 5.013753 -0.259825 1.336456 -0.53 0.08 -0.40
H 4.557857 -0.809752 -0.326489 0.07 0.29 0.29
C 2.444450 0.913952 2.346773 -0.35 0.19 -0.01
H 1.483140 0.802001 2.866149 0.29 0.01 -0.08
H 3.270415 0.773655 3.061229 -0.21 0.07 -0.30
H 2.498242 1.919106 1.910486 0.08 -0.12 0.22
C 1.483322 0.254674 -3.850083 0.14 -0.05 0.39
H 1.151648 0.361910 -4.894347 0.04 -0.02 0.39
H 2.100372 1.118183 -3.569867 -0.10 -0.23 -0.09
H 2.088053 -0.655935 -3.753109 -0.10 0.22 -0.08
C -0.995947 -1.059595 -3.655896 -0.25 -0.26 0.38
H -2.005570 -1.088388 -3.222729 0.19 -0.09 -0.20
H -1.058426 -0.765343 -4.715604 0.06 -0.10 0.41
H -0.546765 -2.058756 -3.571766 -0.19 0.20 -0.18
C -0.831458 1.720371 -3.149456 -0.19 0.12 0.58
H -0.204189 2.566685 -2.847932 -0.14 -0.06 -0.14
H -1.034243 1.774664 -4.228896 0.15 -0.11 0.33
H -1.778852 1.773689 -2.599335 0.10 0.10 -0.19
C 0.897408 -2.217304 -1.076018 3.37 -8.86 -4.22
O 1.260837 -3.228664 -1.497968 -1.20 3.24 1.24
H 1.993516 0.072100 -0.706805 0.88 -0.42 -1.78
Se -1.030220 -1.329453 1.741068 0.14 0.04 0.24
C -2.684454 -0.328771 2.062388 -0.24 1.10 0.22
C -2.639793 0.904279 2.763275 -0.16 -0.76 -0.38
C -3.858199 1.467783 3.189369 0.36 -0.28 -0.22
C -5.074109 0.826738 2.909700 0.86 -0.18 -0.17
C -5.081702 -0.365244 2.169040 -0.09 0.97 0.50
C -3.897574 -0.921389 1.737589 0.69 -0.81 -0.35
H -1.674997 1.375180 2.982148 -0.48 -0.13 0.04
H -3.830371 2.407246 3.750847 -0.09 -0.40 -0.23
H -5.991350 1.259091 3.277195 -0.12 -0.02 -0.04
H -6.016151 -0.844617 1.948956 -0.23 -0.17 -0.10
H -3.873447 -1.855669 1.167196 -0.26 0.31 0.29
```
Positions in Å, forces in eV/Å.

As for the HOMO energy (spin up / spin down): -0.5246 / -0.5246 Eh. Its charge is +2. Its spin multiplicity is 1. As for the lowest unoccupied orbital energy (spin up / spin down): -9.5 / -9.5 eV.

=====

Record 5
C17H52BGaNO10S9 as an isolated structure in a non-equilibrium geometry, computed with ωB97M-V/def2-TZVPD.

Geometry as XYZ:
```
91
Properties=species:S:1:pos:R:3:forces:R:3
O 2.664568 -0.410548 4.090152 0.30 0.13 -1.76
B 2.629891 0.609353 3.051008 0.93 -0.84 0.42
O 3.902116 0.871221 2.348365 -1.38 -1.23 -0.22
Ga 0.859061 1.637042 2.523493 0.54 0.41 -1.07
N -0.596356 1.077884 3.759896 -5.11 -6.87 -2.88
C -1.256413 0.115030 3.186276 3.47 5.13 1.15
S -1.996882 -0.953080 2.089909 0.92 1.59 2.50
H 2.711190 -1.302282 3.658524 0.18 1.17 0.61
H 3.704553 0.794055 1.383660 0.07 0.56 1.14
H 0.342977 1.173551 1.055793 -0.01 -0.20 0.71
H 1.111220 3.202015 2.609166 -1.00 -0.76 0.22
C 3.399730 2.835598 -1.753997 0.10 -0.09 -0.20
S 1.885107 3.471505 -0.998636 -0.56 -0.27 0.39
O 0.982209 2.307486 -0.757108 0.70 0.67 -0.84
C 1.286885 4.323034 -2.476736 0.00 0.03 -0.22
H 3.927396 2.230632 -1.014924 -0.13 0.10 0.03
H 3.153683 2.217303 -2.620029 -0.06 0.01 0.04
H 4.034580 3.670952 -2.057079 -0.03 0.00 0.05
H 1.173688 3.611050 -3.297145 0.01 -0.04 0.07
H 1.992223 5.108762 -2.755659 0.01 -0.01 0.05
H 0.317971 4.770673 -2.248957 0.06 -0.12 0.15
C -2.571251 -4.846202 -0.894877 -0.19 -0.12 0.16
S -2.855976 -3.109700 -0.490550 -0.10 -0.11 0.23
O -3.431657 -3.058721 0.888335 -0.01 -0.37 -0.83
C -4.216378 -2.871096 -1.655346 -0.14 0.01 -0.02
H -1.775365 -5.225941 -0.253697 -0.06 0.18 -0.09
H -3.482341 -5.423641 -0.722355 -0.07 0.14 0.01
H -2.264843 -4.931760 -1.939305 -0.01 0.08 0.04
H -5.023252 -3.572950 -1.434714 0.08 -0.01 0.05
H -3.854592 -3.022860 -2.674141 0.03 -0.03 0.06
H -4.585827 -1.849573 -1.551021 0.13 -0.05 0.08
C -4.139582 -8.874657 -4.466426 -0.01 -0.05 -0.14
S -3.755855 -7.445695 -3.429602 0.14 0.15 -0.08
O -3.686484 -6.248584 -4.323486 0.07 -0.39 0.16
C -2.059595 -7.941079 -3.053522 0.06 0.06 -0.03
H -5.154604 -8.761558 -4.850309 0.08 0.08 0.10
H -3.439449 -8.927240 -5.302522 0.00 0.08 0.06
H -4.079059 -9.785618 -3.867881 0.00 0.09 0.03
H -1.490569 -8.052654 -3.978728 -0.11 0.04 -0.02
H -2.069151 -8.883136 -2.502192 -0.06 0.06 0.01
H -1.600296 -7.166107 -2.436891 -0.06 -0.04 -0.01
C -3.558365 2.369082 -0.842997 0.15 -0.09 -0.01
S -3.771397 4.135530 -0.534322 0.28 -0.06 0.07
O -2.541261 4.830158 -1.025949 -0.33 -0.15 0.07
C -3.648019 4.020932 1.264170 0.14 0.00 0.08
H -3.563498 2.202619 -1.921521 -0.02 0.15 0.06
H -2.606269 2.030399 -0.428285 0.00 0.07 0.04
H -4.383366 1.817090 -0.388292 0.02 0.08 0.02
H -2.690088 3.577552 1.544497 -0.01 -0.01 -0.09
H -4.469800 3.413277 1.647627 0.02 0.01 -0.08
H -3.717304 5.027169 1.680409 -0.01 -0.04 -0.15
C 2.736032 -5.329560 -2.147309 0.04 -0.13 -0.10
S 1.226002 -4.663597 -1.412609 -0.07 0.01 0.08
O 0.307643 -5.816083 -1.153907 0.36 0.09 -0.33
C 0.645317 -3.831512 -2.906827 -0.07 -0.08 -0.11
H 3.252772 -5.927224 -1.394909 -0.13 0.10 0.01
H 2.487512 -5.960085 -3.003426 -0.07 0.04 0.05
H 3.381515 -4.507113 -2.461322 -0.07 0.00 0.07
H 0.528321 -4.556156 -3.715376 0.02 -0.05 0.09
H 1.360723 -3.059254 -3.194880 -0.03 -0.02 0.11
H -0.319275 -3.368788 -2.692352 0.12 -0.02 0.12
C 5.120202 4.420581 2.904566 -0.05 -0.25 -0.16
S 3.481493 4.554540 3.650971 -0.31 -0.21 -0.42
O 2.478141 4.485907 2.546138 1.38 1.15 0.27
C 3.641077 6.289486 4.132991 0.04 0.21 -0.02
H 5.232415 3.414370 2.495627 -0.25 -0.06 0.20
H 5.224723 5.150835 2.103749 -0.17 -0.07 0.25
H 5.883359 4.588079 3.667018 -0.05 0.06 -0.05
H 3.839352 6.903973 3.252684 0.03 -0.11 0.00
H 4.453575 6.394204 4.854833 -0.01 -0.03 -0.03
H 2.704537 6.607636 4.593847 0.02 -0.17 -0.05
C 8.135147 8.443899 0.714676 0.11 0.08 0.04
S 7.050797 6.998847 0.712868 -0.04 -0.01 0.29
O 6.648810 6.737696 2.128480 0.54 0.47 -0.56
C 8.336888 5.804224 0.285904 0.10 -0.07 0.05
H 7.546454 9.318119 0.996554 -0.04 -0.16 -0.02
H 8.942843 8.302806 1.435529 -0.08 -0.07 0.00
H 8.546177 8.592305 -0.285829 -0.06 -0.04 0.02
H 9.131800 5.829302 1.033860 -0.09 0.05 0.02
H 8.741003 6.040852 -0.700159 -0.07 0.03 0.03
H 7.890810 4.808737 0.264529 -0.07 0.14 0.03
C -8.789228 -3.169736 2.015873 -0.17 -0.05 0.05
S -7.231312 -3.792576 1.344397 0.32 0.00 0.31
O -7.043158 -5.182360 1.864386 -0.20 0.36 -0.09
C -6.165361 -2.702036 2.309942 0.03 -0.09 0.13
H -9.609140 -3.739714 1.575656 0.12 0.00 -0.01
H -8.803208 -3.293177 3.100513 0.09 -0.03 -0.06
H -8.901979 -2.115334 1.756343 0.06 -0.06 -0.02
H -6.344705 -2.854158 3.376293 -0.14 -0.07 -0.07
H -6.366218 -1.663544 2.039683 0.00 -0.06 -0.06
H -5.125741 -2.940620 2.078955 -0.15 0.01 -0.12
```
Positions in Å, forces in eV/Å.

As for the HOMO energy: -0.1365 Eh. Its charge is -1. Its spin multiplicity is 1. As for the lowest unoccupied orbital energy: 1.7 eV.

=====

- What is the charge in the first record?
  0